Record 1
Molecular formula: C27H44ClN2O14
Method: DFT, ωB97M-V with the def2-TZVPD basis set

Properties
HOMO-LUMO gap (spin up / spin down)   8.6 / 9.6 eV
LUMO level (spin up / spin down)   0.0141 / 0.0140 hartree
Highest occupied orbital energy (spin up / spin down)   -0.3019 / -0.3372 hartree

Structure (ORCA input):
```
! RIJCOSX wB97M-V def2-TZVPD def2/J DEFGRID3
* xyz 0 2
C -1.9707 -0.5100 4.0232
C -1.1490 -1.5545 3.2565
Cl -2.3212 -2.6629 2.4271
C -0.2488 -0.8597 2.2438
C 0.8104 -1.6954 1.4907
C 1.3938 -2.8293 2.3742
C 2.4359 -2.4361 3.4328
C 1.9786 -1.4203 4.4512
N 2.4722 -0.0652 4.2843
O 1.2477 -1.7268 5.3840
C 0.2577 -2.3628 0.2234
C 0.0172 -1.4767 -1.0064
C -1.3330 -0.7320 -0.9623
C -0.0786 -2.4460 -2.1986
N 1.1613 -0.5634 -1.3095
O 0.8804 0.2568 -2.2578
C 1.8224 0.1025 -0.1593
C 1.1635 1.4311 0.2337
C 3.2536 0.4692 -0.6303
C 1.9978 -0.8185 1.0498
H -2.9546 -0.8985 4.2667
H -1.4482 -0.1793 4.9177
H -2.1365 0.3502 3.3733
H -0.6024 -2.1688 3.9591
H -0.8990 -0.3115 1.5689
H 0.2910 -0.1019 2.8197
H 0.6033 -3.4391 2.8079
H 1.9156 -3.4881 1.6794
H 2.6658 -3.3364 4.0055
H 3.3742 -2.1222 2.9818
H 1.6888 0.5764 4.3309
H 3.0282 0.1133 5.1155
H -0.6938 -2.8499 0.4198
H 0.9342 -3.1628 -0.0848
H -1.7014 -0.5764 -1.9681
H -2.0367 -1.3965 -0.4691
H -1.2959 0.1905 -0.3899
H -0.2318 -1.8938 -3.1222
H -0.8670 -3.1782 -2.0439
H 0.8674 -2.9787 -2.2793
H 1.1095 2.1102 -0.6108
H 1.8320 1.8936 0.9638
H 0.2038 1.3176 0.7277
H 3.6567 -0.3604 -1.2098
H 3.1940 1.3531 -1.2604
H 3.8783 0.6720 0.2351
H 2.8045 -1.5159 0.7981
H 2.3800 -0.1930 1.8532
C 6.0637 1.9717 5.4967
C 6.7761 2.0810 4.1641
O 5.6869 2.0855 3.2375
C 4.5790 2.5197 3.8839
O 3.5551 2.7961 3.3566
O 4.8047 2.5938 5.2202
H 6.5732 2.4907 6.3039
H 5.8875 0.9351 5.7906
H 7.3291 3.0163 4.0615
H 7.4425 1.2468 3.9615
C -6.7345 0.0017 -1.2658
C -5.7998 0.7595 -2.1831
O -4.5714 0.0431 -2.0291
C -4.8636 -1.2155 -1.6173
O -4.0786 -2.1008 -1.5553
O -6.1727 -1.3156 -1.2856
H -7.7625 -0.0149 -1.6164
H -6.7120 0.3800 -0.2428
H -6.1095 0.7087 -3.2287
H -5.6762 1.8003 -1.8953
C 3.6823 -1.4019 -5.3960
C 2.5913 -1.4647 -4.3485
O 2.7739 -2.7805 -3.8034
C 4.0558 -3.1549 -4.0235
O 4.5702 -4.1132 -3.5508
O 4.6729 -2.2842 -4.8590
H 4.0951 -0.4051 -5.5262
H 3.3586 -1.7870 -6.3652
H 2.7261 -0.7318 -3.5553
H 1.5907 -1.3602 -4.7571
C -7.1008 4.2751 -5.0769
C -6.0167 5.1772 -4.5261
O -6.4579 5.3941 -3.1827
C -7.2609 4.3664 -2.8259
O -7.6475 4.1594 -1.7248
O -7.5584 3.5937 -3.9023
H -6.7360 3.5609 -5.8103
H -7.9347 4.8346 -5.5036
H -5.0399 4.6911 -4.5013
H -5.9324 6.1227 -5.0547
*
```

Record 2
Molecular formula: C17H35O13
Method: DFT, ωB97M-V with the def2-TZVPD basis set

Properties
HOMO-LUMO gap   5.0 eV
LUMO level   0.0910 hartree
Highest occupied orbital energy   -0.0925 hartree
Relative energy (zero: lowest compared OMol25 entry of this formula, charge and spin)   1.149 eV

Structure (ORCA input):
```
! RIJCOSX wB97M-V def2-TZVPD def2/J DEFGRID3
* xyz -1 1
C 1.2952 1.5634 0.4390
O 0.0164 1.6783 -0.0135
H 1.6998 0.5149 0.3844
H 1.9684 2.0677 -0.2924
H 1.5753 1.8198 1.4847
C 3.2813 -1.6101 -2.2317
C 1.8374 -1.1232 -2.1711
O 1.1575 -1.8650 -3.1882
C -0.1224 -1.6097 -3.4744
O -0.9453 -1.0489 -2.8192
O -0.3352 -2.1152 -4.6943
C -1.6371 -1.9867 -5.2328
H 3.3659 -2.6985 -2.2292
H 3.8804 -1.1689 -1.4355
H 3.7556 -1.3175 -3.1725
H 1.8667 -0.0575 -2.4071
H 1.4190 -1.1881 -1.1677
H -1.8436 -0.9894 -5.6237
H -2.3688 -2.0675 -4.4254
H -1.7717 -2.7526 -5.9873
C -6.6033 -0.9215 1.6325
C -6.1734 0.5533 1.7503
O -5.0716 0.7056 2.6429
C -3.8656 0.9557 2.0916
O -3.6825 1.1408 0.9246
O -2.9707 0.8930 3.0546
C -1.5752 1.0511 2.6893
H -7.5122 -0.8750 1.0313
H -6.8959 -1.2375 2.6340
H -5.7988 -1.5255 1.2271
H -6.9299 1.1677 2.2410
H -5.9938 0.9520 0.7533
H -1.0405 0.9597 3.6334
H -1.3643 2.0308 2.2682
H -1.2557 0.2868 1.9869
C 2.3978 -1.6982 2.6748
C 2.2215 -0.9517 3.9683
O 2.3410 -1.9079 5.0475
C 2.3170 -1.5107 6.3081
O 2.3032 -0.3709 6.6633
O 2.3158 -2.6128 7.0427
C 2.3937 -2.4321 8.4411
H 3.3287 -2.2715 2.6918
H 2.3865 -1.1447 1.7382
H 1.6207 -2.4620 2.5846
H 1.2663 -0.4446 4.1057
H 3.0361 -0.2624 4.2100
H 1.9768 -3.2507 9.0293
H 1.9015 -1.5471 8.8423
H 3.4628 -2.4346 8.6749
C 3.1412 2.1819 -2.9926
C 1.9031 3.0722 -3.0405
O 1.3564 2.9934 -4.3757
C 0.2476 2.3201 -4.6085
O -0.3610 1.7494 -3.7627
O -0.1709 2.6279 -5.8434
C -1.3672 1.9974 -6.2547
H 3.2561 1.8729 -1.9498
H 4.0729 2.6648 -3.2835
H 2.9816 1.3325 -3.6540
H 2.2058 4.1225 -3.0206
H 1.0983 2.9303 -2.3181
H -1.6067 2.2990 -7.2710
H -2.2670 2.0263 -5.6404
H -1.1214 0.9293 -6.3100
*
```

Record 3
Molecular formula: C4H11N3O
Method: DFT, ωB97M-V with the def2-TZVPD basis set

Properties
SMILES string   N/C=C/N.CNC=O
HOMO-LUMO gap   8.8 eV
LUMO level   0.0270 hartree
Highest occupied orbital energy   -0.2977 hartree
Relative energy (zero: lowest compared OMol25 entry of this formula, charge and spin)   1.793 eV

Structure (ORCA input):
```
! RIJCOSX wB97M-V def2-TZVPD def2/J DEFGRID3
* xyz 0 1
N -1.0033 1.7662 0.8571
C 0.2236 2.4548 0.6475
C 1.2265 1.9331 -0.0472
N 2.4760 2.6069 -0.2362
H -1.6466 2.3569 1.3669
H -0.8937 0.9318 1.4213
H 0.2145 3.5082 0.9035
H 1.1547 0.9598 -0.5178
H 2.4008 3.3972 -0.8623
H 3.1689 1.9732 -0.6029
C -1.8053 -1.9550 -0.2794
N -0.3780 -2.1117 -0.1067
C 0.2364 -3.2567 -0.4742
O -0.3368 -4.2328 -0.9047
H -2.0979 -2.2601 -1.2831
H -2.1036 -0.9225 -0.1313
H -2.3584 -2.5841 0.4185
H 0.1937 -1.3346 0.1719
H 1.3285 -3.2307 -0.3410
*
```

Record 4
Molecular formula: C7H12
Method: DFT, ωB97M-V with the def2-TZVPD basis set

Properties
HOMO-LUMO gap (spin up / spin down)   3.7 / 6.7 eV
LUMO level (spin up / spin down)   0.1539 / 0.1494 hartree
Highest occupied orbital energy (spin up / spin down)   0.0181 / -0.0972 hartree
Relative energy (zero: lowest compared OMol25 entry of this formula, charge and spin)   1.960 eV

Structure (ORCA input):
```
! RIJCOSX wB97M-V def2-TZVPD def2/J DEFGRID3
* xyz -1 2
C 1.9815 0.9420 0.6243
C 0.5711 1.3806 0.7642
C -0.6901 0.6221 0.3240
C -0.6938 -0.4334 -0.6969
C 0.3999 -1.4347 -1.0142
C 0.3069 -2.7487 -0.8474
C -2.1208 1.2571 0.4779
H 2.2798 0.1938 1.3443
H 2.2641 0.7574 -0.4163
H 2.7326 1.7437 0.9607
H 0.4897 2.3080 0.1899
H 0.4987 1.6254 1.8359
H -1.7142 -0.5967 -1.2031
H 1.3572 -0.8876 -0.8792
H 1.2051 -3.3242 -0.7589
H -0.5243 -3.2678 -0.3234
H -2.5759 0.2787 0.4430
H -2.2237 1.7786 1.3694
H -2.3179 1.8797 -0.3540
*
```

Record 5
Molecular formula: C12H9Cl3F3GeOS2Ti
Method: DFT, ωB97M-V with the def2-TZVPD basis set

Properties
HOMO-LUMO gap (spin up / spin down)   8.4 / 8.6 eV
LUMO level (spin up / spin down)   -0.0252 / -0.0195 hartree
Highest occupied orbital energy (spin up / spin down)   -0.3336 / -0.3363 hartree
Relative energy (zero: lowest compared OMol25 entry of this formula, charge and spin)   0.334 eV

Structure (ORCA input):
```
! RIJCOSX wB97M-V def2-TZVPD def2/J DEFGRID3
* xyz 0 2
Ti 0.2803 1.9929 -0.4927
C -1.7648 2.5449 -0.2995
H -2.3398 2.6033 -1.2204
H -1.9553 3.3806 0.3704
C 0.0855 4.1598 -3.0344
O 0.3686 2.8706 -2.4741
C 0.4538 1.7566 -3.2933
S 0.2942 1.8149 -4.9003
S 0.7527 0.4216 -2.2344
H 0.1298 4.8611 -2.2073
H -0.9000 4.1613 -3.4965
H 0.8314 4.4073 -3.7853
Cl 1.8665 3.8341 0.0200
Ge 3.6482 2.3029 0.8345
Cl 1.7969 0.8988 1.3279
Cl 3.8249 3.2056 2.8355
F 0.1461 -5.4167 3.2767
C 0.1305 -5.1826 1.9550
F -0.7274 -6.0582 1.4012
F 1.3533 -5.4928 1.4849
C -0.2412 -3.7618 1.6322
C -0.6310 -3.4487 0.3378
C -0.9284 -2.1408 0.0052
C -0.8352 -1.1358 0.9710
C -0.4556 -1.4632 2.2710
C -0.1569 -2.7735 2.6006
C -1.1366 0.2261 0.6101
C -1.7130 1.2575 0.2886
H -0.7022 -4.2296 -0.4076
H -1.2359 -1.8869 -0.9989
H -0.3818 -0.6815 3.0151
H 0.1428 -3.0280 3.6074
*
```

Record 6
Molecular formula: C3H4INO
Method: DFT, ωB97M-V with the def2-TZVPD basis set

Properties
HOMO-LUMO gap (spin up / spin down)   8.3 / 7.6 eV
LUMO level (spin up / spin down)   -0.0170 / -0.0098 hartree
Highest occupied orbital energy (spin up / spin down)   -0.3237 / -0.2890 hartree
Relative energy (zero: lowest compared OMol25 entry of this formula, charge and spin)   4.291 eV

Structure (ORCA input):
```
! RIJCOSX wB97M-V def2-TZVPD def2/J DEFGRID3
* xyz 0 1
C 0.0184 -0.1782 -1.0021
C -0.4288 -1.1375 -0.1226
C 0.4547 1.0326 -0.5903
N -0.0778 0.0806 1.8462
O -0.4503 -1.0003 1.1738
I 1.0524 2.4055 -2.0710
H 0.1002 -0.4683 -1.9599
H -0.6041 -2.0886 -0.4340
H 0.3374 1.4734 0.3177
H -0.4020 -0.1192 2.8422
*
```

Record 7
Molecular formula: C3H5IN
Method: DFT, ωB97M-V with the def2-TZVPD basis set

Properties
SMILES string   C#C[C@H]([NH3+])I
HOMO-LUMO gap   9.1 eV
LUMO level   -0.1822 hartree
Highest occupied orbital energy   -0.5155 hartree
Relative energy (zero: lowest compared OMol25 entry of this formula, charge and spin)   0.550 eV

Structure (ORCA input):
```
! RIJCOSX wB97M-V def2-TZVPD def2/J DEFGRID3
* xyz 1 1
C -0.3729 2.2073 0.7212
C 0.0149 1.2050 0.1408
C 0.3627 -0.0639 -0.5155
N -0.3529 -1.2156 0.0377
I 2.6289 -0.4064 -0.4186
H -0.5682 3.2022 1.2698
H 0.0050 -0.0296 -1.7553
H -1.2877 -1.0940 0.4830
H 0.1206 -1.8607 0.7256
H -0.5504 -1.9443 -0.6887
*
```

Record 8
Molecular formula: C49H58FeN2O8P2S2
Method: DFT, ωB97M-V with the def2-TZVPD basis set

Properties
HOMO-LUMO gap (spin up / spin down)   4.8 / 6.3 eV
LUMO level (spin up / spin down)   0.1447 / 0.1117 hartree
Highest occupied orbital energy (spin up / spin down)   -0.0307 / -0.1185 hartree

Structure (ORCA input):
```
! RIJCOSX wB97M-V def2-TZVPD def2/J DEFGRID3
* xyz -2 5
Fe 0.0219 0.6507 -0.0235
C -0.8865 -5.9600 -2.3174
C 0.1311 -4.9097 -1.8897
C 1.5553 -5.4526 -2.0142
O -0.1340 -4.5246 -0.5477
C -0.2255 -3.0975 -0.4691
C 0.2688 -2.6370 -1.8453
O -0.0376 -3.7653 -2.6731
C -0.2641 -1.3167 -2.4763
O 0.0503 -0.2295 -1.6774
C 0.4960 -1.2825 -3.8279
C 1.7136 -0.6274 -3.9126
C 2.4597 -0.6712 -5.0809
C 2.0063 -1.3956 -6.1719
C 0.7895 -2.0576 -6.0929
C 0.0351 -1.9965 -4.9308
C -1.7722 -1.3212 -2.7741
C -2.2704 -0.1678 -3.3833
C -3.6135 -0.0666 -3.7056
C -4.4794 -1.1260 -3.4630
C -3.9918 -2.2763 -2.8663
C -2.6473 -2.3737 -2.5199
C 0.5372 -2.5408 0.7657
O 0.1246 -1.2414 0.9893
C 2.0430 -2.7318 0.5162
C 2.7715 -1.7601 -0.1648
C 4.1247 -1.9288 -0.4152
C 4.7737 -3.0803 0.0054
C 4.0458 -4.0810 0.6311
C 2.6886 -3.9140 0.8713
C 0.1155 -3.3044 2.0384
C -1.0425 -4.0687 2.1331
C -1.4279 -4.6397 3.3400
C -0.6720 -4.4431 4.4846
C 0.4783 -3.6694 4.4083
C 0.8638 -3.1134 3.2006
H -0.7317 -6.8705 -1.7385
H -0.7702 -6.1701 -3.3804
H -1.8947 -5.5890 -2.1344
H 1.6760 -6.3205 -1.3645
H 2.2731 -4.6886 -1.7199
H 1.7401 -5.7347 -3.0512
H -1.2715 -2.8038 -0.3230
H 1.3514 -2.5096 -1.8170
H 2.0641 -0.0590 -3.0636
H 3.3931 -0.1253 -5.1397
H 2.5910 -1.4425 -7.0840
H 0.4241 -2.6313 -6.9382
H -0.9148 -2.5128 -4.8849
H -1.5768 0.6283 -3.6281
H -3.9826 0.8394 -4.1721
H -5.5212 -1.0669 -3.7574
H -4.6515 -3.1177 -2.6833
H -2.2855 -3.2941 -2.0880
H 2.2573 -0.8722 -0.5139
H 4.6678 -1.1604 -0.9520
H 5.8368 -3.2083 -0.1604
H 4.5276 -5.0056 0.9291
H 2.1172 -4.7138 1.3243
H -1.6512 -4.2410 1.2569
H -2.3339 -5.2329 3.3845
H -0.9791 -4.8885 5.4234
H 1.0770 -3.4966 5.2953
H 1.7672 -2.5199 3.1432
C -0.5751 0.1964 3.4243
P 0.2230 1.2906 2.1965
C -0.5060 2.8732 2.6693
N -0.7866 3.1290 3.9646
C -1.1509 4.4097 4.2485
C -1.4272 4.7873 5.5721
C -1.7250 6.1048 5.8875
C -1.7514 7.0777 4.8950
C -1.5051 6.7289 3.5740
C -1.2220 5.4029 3.2237
N -1.0196 5.0769 1.9116
C -0.6622 3.8114 1.6657
P -0.3494 3.3246 -0.0788
C 0.5811 4.8242 -0.5631
C -2.0976 3.5488 -0.7747
C -2.1249 2.8142 -2.1138
C -2.4549 5.0213 -0.9591
C -3.0717 2.8751 0.1963
C 1.9880 1.5011 2.8543
C 2.6270 2.5980 1.9940
C 2.0421 1.8907 4.3323
C 2.7360 0.1919 2.6503
H -0.5133 0.6767 4.3984
H -0.1223 -0.7909 3.4157
H -1.6207 0.1002 3.1267
H -1.3933 4.0239 6.3403
H -1.9320 6.3743 6.9175
H -1.9707 8.1089 5.1479
H -1.5251 7.4735 2.7876
H 0.1483 5.6749 -0.0422
H 0.5533 4.9336 -1.6441
H 1.6156 4.6754 -0.2582
H -1.3945 3.2273 -2.8038
H -3.1174 2.8776 -2.5729
H -1.8805 1.7609 -1.9597
H -1.8471 5.4664 -1.7480
H -2.3050 5.5730 -0.0320
H -3.5066 5.0978 -1.2527
H -2.7431 1.8633 0.4398
H -4.0642 2.8175 -0.2595
H -3.1495 3.4418 1.1265
H 2.2264 3.5792 2.2569
H 2.4426 2.4305 0.9286
H 3.7090 2.6177 2.1507
H 1.2740 2.6177 4.5841
H 3.0241 2.3228 4.5476
H 1.9095 1.0186 4.9766
H 2.7155 -0.0888 1.6059
H 2.2756 -0.6141 3.2243
H 3.7780 0.2881 2.9706
O -2.2130 -0.2740 0.3358
H -1.5527 -0.8941 0.7368
H -2.4095 -0.6281 -0.5431
O 0.9559 4.3277 -3.6252
S 1.5449 2.9928 -3.7659
O 0.6195 2.0406 -4.3612
O 2.8553 3.0151 -4.4008
S 2.0163 2.3223 -1.8222
*
```

Record 9
Molecular formula: C2HCl2O4S
Method: DFT, ωB97M-V with the def2-TZVPD basis set

Properties
HOMO-LUMO gap   7.9 eV
LUMO level   0.1066 hartree
Highest occupied orbital energy   -0.1837 hartree
Relative energy (zero: lowest compared OMol25 entry of this formula, charge and spin)   1.537 eV

Structure (ORCA input):
```
! RIJCOSX wB97M-V def2-TZVPD def2/J DEFGRID3
* xyz -1 1
C -0.5995 -0.9850 1.9578
C 0.1214 -0.3137 1.0902
O 0.7260 -1.0090 -1.7412
O -1.2392 -1.7653 2.5689
O 2.3998 0.3178 -0.5638
O 0.2520 1.3290 -1.2120
S 1.0250 0.1250 -0.9144
Cl 0.8160 1.1924 1.6308
Cl -2.3378 0.2644 -1.4576
H -1.1637 0.8445 -1.3587
*
```

Record 10
Molecular formula: C19H26AsN4PtS
Method: DFT, ωB97M-V with the def2-TZVPD basis set

Properties
HOMO-LUMO gap (spin up / spin down)   7.2 / 6.0 eV
LUMO level (spin up / spin down)   -0.0835 / -0.1969 hartree
Highest occupied orbital energy (spin up / spin down)   -0.3477 / -0.4161 hartree

Structure (ORCA input):
```
! RIJCOSX wB97M-V def2-TZVPD def2/J DEFGRID3
* xyz 1 3
Pt 0.2323 -0.4807 -0.5727
C 4.5393 -4.1487 -2.3943
C 3.1759 -4.7414 -2.0399
N 2.5360 -4.0913 -0.8935
C 1.9931 -2.8743 -0.9318
S 1.1472 -2.2985 0.4999
N 2.1089 -2.1410 -2.0334
N 1.4698 -1.0044 -2.0135
C 1.6654 -0.0486 -3.0079
C 2.8848 -0.0864 -3.8576
C 0.6785 0.9414 -3.0376
C 0.5105 1.8634 -4.0984
C -0.5517 2.7219 -4.0994
C -1.4554 2.6959 -3.0236
C -1.2309 1.8190 -1.9886
N -0.2024 0.9660 -1.9587
H 5.0455 -4.7824 -3.1214
H 5.1625 -4.0827 -1.5018
H 4.4242 -3.1543 -2.8163
H 3.2906 -5.7913 -1.7796
H 2.4969 -4.6680 -2.8902
H 2.4894 -4.5792 -0.0149
H 3.7487 -0.3518 -3.2483
H 3.0721 0.8816 -4.3157
H 2.7934 -0.8410 -4.6437
H 1.2150 1.8516 -4.9178
H -0.7019 3.4079 -4.9212
H -2.3107 3.3547 -3.0056
H -1.8936 1.7912 -1.1346
C -0.8398 -0.9371 2.8841
As -1.2040 0.0808 1.2781
C -3.1179 -0.2091 1.1221
C -1.0465 1.9549 1.8943
C -1.7695 2.1828 3.1879
C -1.0812 2.0952 4.3965
C -1.7394 2.2832 5.6018
C -3.0997 2.5556 5.6160
C -3.7934 2.6517 4.4185
C -3.1337 2.4649 3.2131
H -1.4586 -0.5672 3.6987
H 0.2108 -0.8621 3.1608
H -1.0719 -1.9848 2.6959
H -3.5562 -0.1022 2.1123
H -3.3016 -1.2152 0.7496
H -3.5780 0.5036 0.4396
H -1.4206 2.6058 1.1037
H 0.0220 2.1382 2.0048
H -0.0170 1.8879 4.3894
H -1.1877 2.2157 6.5302
H -3.6139 2.6990 6.5568
H -4.8527 2.8731 4.4251
H -3.6832 2.5564 2.2829
*
```

Let's list electronic energy in order: -72879.3902 -44812.8490 -10843.4181 -7449.5200 -161662.5176 -14809.1221 -12772.4293 -145752.3358 -46160.0371 -101000.5504 eV.
Let's list strongest force on any atom in order: 2.1 2.2 0.8 5.6 1.0 3.5 4.3 1.5 2.0 1.2 eV/Å.